No. 1
Below is C43H47BaBr2N9O8STe as an isolated structure, with properties calculated with wB97M-V/def2-TZVPD.

Positions of all 112 atoms, in Å:
H 1.465 5.414 -1.234
C -5.621 0.771 -4.658
H 6.532 0.645 -0.173
H -8.141 1.069 1.422
C -0.946 -2.053 -2.323
C -5.179 3.382 2.240
N -0.319 -2.897 -3.148
C 0.487 -1.089 -4.704
H 2.149 -2.870 3.145
H 2.468 4.382 3.351
O 2.320 -3.912 0.132
N 5.377 2.341 -0.230
C 3.332 -1.974 1.397
H -0.050 -4.837 -3.737
C 3.234 -0.730 1.946
C -7.276 1.710 1.692
H 6.441 1.512 -1.766
Br -0.110 3.709 -2.912
H 0.545 -4.414 -2.119
N -1.659 -2.446 -1.286
H 1.313 -0.791 -5.300
S 1.896 -2.608 0.584
H -4.353 4.047 2.514
H -2.351 -4.551 -2.971
N -2.797 -2.797 1.882
H 6.968 0.041 3.616
C -6.602 1.095 -2.495
H 6.630 -2.333 1.276
H -0.442 -1.081 -5.358
H -1.652 -5.796 -2.016
H 4.146 3.370 -1.644
H 7.789 -0.351 2.090
N 0.328 1.544 1.881
H 2.614 1.152 -0.244
H 1.112 -4.273 3.120
C 4.825 0.172 -1.396
H 3.590 3.460 0.103
C 3.119 1.696 -1.029
C 0.732 -2.499 -4.102
C -6.076 1.533 1.053
H -7.202 2.162 -4.299
C -6.602 1.393 -3.857
N -4.022 -2.517 2.433
C -4.318 -1.156 2.596
Ba -1.074 -0.723 1.183
Te -5.739 -0.342 0.114
C 1.186 4.692 -0.615
H -2.073 -2.928 2.558
Br 2.650 6.308 1.165
H -3.967 -0.599 -4.660
H -4.437 -3.190 3.089
H 2.326 -0.236 2.116
C -0.242 -4.283 -2.815
O -3.514 -0.360 2.082
C 0.009 2.539 -0.282
C 5.692 -1.867 1.559
O 3.760 0.810 -1.974
C -4.988 2.355 1.370
O -0.465 -1.652 3.841
C 1.869 3.643 2.902
H 4.239 0.958 2.824
C 4.053 2.858 -0.675
C -1.903 -3.813 -1.041
C 0.477 2.653 1.160
O -0.595 1.483 -0.600
H -5.497 1.050 -5.696
H -2.872 -3.865 -0.650
H 4.548 -0.439 -0.566
C 0.355 3.640 -1.096
C 5.950 2.924 0.795
C 4.565 -2.614 1.224
C 1.306 3.732 1.603
C 5.665 -0.618 2.167
C 6.944 0.162 2.547
H -6.634 4.369 3.619
N 0.736 -2.684 1.657
H -3.957 -0.933 -2.308
H -1.309 -4.179 -0.131
H -8.503 2.951 3.030
H 1.166 -0.202 -2.827
C -4.718 -0.142 -4.098
N 6.337 3.625 1.634
N -0.800 -0.717 -2.611
C 1.599 4.785 0.708
O 0.508 -3.095 5.193
H 4.702 -3.586 0.721
H -4.008 2.047 0.961
C -5.682 0.270 -1.864
H -2.895 -3.658 1.380
H -7.427 1.631 -1.948
O 1.487 -1.651 -0.431
C 1.137 -3.241 2.921
C -7.494 2.800 2.509
O -5.452 -0.895 3.135
H 2.026 2.295 4.572
H 6.851 1.236 2.332
H -1.108 -0.153 -1.794
C -1.608 -4.696 -2.188
C 1.590 2.539 3.641
C 4.387 -0.034 2.416
H 0.820 0.565 3.734
H 0.011 0.842 -3.610
C 0.826 1.463 3.111
C -6.421 3.613 2.795
H 2.369 2.229 -1.621
C 5.894 1.127 -0.938
C 0.340 -2.584 4.121
C 0.258 -0.180 -3.433
H 5.315 -0.547 -2.231
C -4.706 -0.300 -2.703
H 0.751 -3.214 -4.921
H 1.695 -2.599 -3.636

Properties
* LUMO (alpha / beta): 3.6 / 3.6 eV
* ΔE to the lowest compared entry with this formula, charge and spin: 36.46 kcal/mol
* total energy: -8601.363475 Ha
* charge: -2

No. 2
Below is C22H14BrIrN6 as an isolated structure, with properties calculated with wB97M-V/def2-TZVPD.

Positions of all 44 atoms, in Å:
C 0.276 -0.672 3.112
C 1.506 -3.683 2.195
C -1.114 3.964 2.276
N -0.099 0.427 2.302
C 2.867 -0.284 4.763
N 4.855 -2.639 3.106
N 2.891 0.431 5.660
H -3.514 1.864 -4.111
C -0.066 3.466 4.382
C -4.759 0.212 -1.430
Ir -0.356 -0.612 0.669
N -1.184 0.256 -0.581
C 1.880 -4.506 1.216
C 1.187 -2.278 1.857
Br -1.045 6.124 4.126
C 1.678 -1.227 2.892
C 2.778 -1.180 3.634
H -3.586 -0.502 0.231
C -3.536 1.340 -3.166
C 3.931 -1.998 3.336
H 1.392 -4.002 3.222
H 1.615 -2.435 -1.490
C 1.957 -4.056 -0.170
H -5.695 -0.145 -1.022
H 0.274 3.783 5.358
H -1.409 1.486 -2.855
H 0.711 1.493 4.611
C 1.603 -2.801 -0.472
H -0.077 -0.642 4.148
N 1.252 -1.872 0.494
C -0.715 4.354 3.545
C 0.167 2.164 3.962
C -2.356 1.132 -2.470
C -3.589 0.005 -0.725
N -0.232 -1.792 2.226
H 2.114 -5.538 1.449
C -0.269 1.746 2.704
H -1.602 4.671 1.620
C -0.886 2.666 1.857
H 2.271 -4.726 -0.956
H -5.659 1.037 -3.197
C -4.739 0.878 -2.651
H -1.183 2.350 0.866
C -2.381 0.455 -1.252

Properties
* LUMO (alpha / beta): -2.0 / -2.0 eV
* total energy: -3853.400554 Ha
* charge: 0

No. 3
Below is a 2-piece molecular cluster, C6H9NO2 overall, with properties calculated with wB97M-V/def2-TZVPD.

Positions of all 18 atoms, in Å:
H -2.058 0.403 -1.707
H -1.709 -0.530 1.910
O 2.077 0.197 1.252
N 0.396 -2.592 -0.199
H -3.032 0.870 -0.299
H -1.665 1.242 1.992
H 1.777 0.182 -1.946
C 2.493 0.094 -1.135
H 3.086 1.005 -1.057
H 3.140 -0.762 -1.319
C 1.756 -0.111 0.149
C 0.793 -1.522 -0.042
C -0.994 0.473 0.156
H -2.551 -0.813 -0.511
C -2.231 0.218 -0.650
H -0.161 0.329 2.131
C -1.132 0.353 1.646
O 0.014 0.963 -0.372

Properties
* LUMO: 0.3 eV
* ΔE to the lowest compared entry with this formula, charge and spin: 45.11 kcal/mol
* total energy: -439.204480 Ha
* charge: 0

No. 4
Below is a 3-piece molecular cluster, C20H48N2O9P overall, with properties calculated with wB97M-V/def2-TZVPD.

Positions of all 80 atoms, in Å:
H -5.156 1.451 2.750
H 7.045 -4.102 -3.586
C 0.065 0.225 3.704
C -1.175 -1.130 0.404
C 6.143 -3.605 -5.503
C 0.784 2.370 2.959
C 3.040 -1.796 -4.754
H 0.257 2.838 3.798
H 1.524 -2.968 -5.763
C 0.029 -1.784 -0.264
H 1.505 0.714 0.206
H -5.006 3.129 3.287
C 6.580 -2.214 -5.975
H 5.886 0.951 -4.927
H -5.239 4.139 6.288
H -7.007 3.996 3.628
H -5.983 5.742 6.350
H 2.681 -0.007 -0.899
C 3.137 -0.715 -3.665
O -2.930 2.809 4.851
H -1.673 -1.557 -3.228
H 8.204 -3.998 -4.899
H -3.219 0.851 4.217
C 1.858 -0.230 -0.223
C -0.313 -0.827 2.684
P 5.001 -0.091 -5.338
O 1.139 1.035 3.253
H -3.453 1.872 6.646
H -1.716 -0.575 -0.366
H 3.391 -2.746 -4.314
O -0.574 -2.717 -4.498
H 0.386 -0.269 4.626
H -5.494 5.053 4.788
H -0.358 -2.493 -1.002
H 1.000 -2.266 -3.228
H 5.375 -0.027 -6.724
O 6.312 -1.214 -5.043
H -1.036 -1.511 3.142
H 1.435 -1.235 -6.055
C -2.581 2.242 6.095
H 3.940 0.883 -5.569
O -7.228 4.299 5.659
H 0.633 -2.362 0.447
H -2.836 2.034 2.961
N -5.688 1.722 4.748
N -0.928 -0.217 1.515
H 5.836 -4.224 -6.351
H -5.307 2.165 5.574
C -3.403 1.877 3.881
C -7.101 2.057 4.632
H 5.254 -3.440 -4.897
H 2.226 -0.870 0.584
H 7.146 -5.411 -4.758
H -1.846 -1.922 0.754
C -1.583 -2.581 -3.642
H 0.150 2.447 2.069
H 7.672 -2.233 -6.130
H 6.125 -1.979 -6.948
C -5.919 4.822 5.770
C -4.873 2.083 3.597
C 7.192 -4.325 -4.644
H 0.589 -1.409 2.449
O 3.890 -1.400 -5.776
O -2.370 -3.445 -3.384
H -2.103 3.025 6.682
O 0.848 -0.880 -0.976
C -7.482 3.527 4.499
H 0.260 -0.878 -4.017
C 0.592 -1.908 -4.174
H 2.938 -1.140 -2.677
H 1.709 2.914 2.774
H -7.509 1.523 3.767
H -7.609 1.663 5.516
H -0.340 0.541 1.193
H -8.562 3.574 4.339
H -0.804 0.849 3.935
O 4.454 -0.268 -3.684
C 1.615 -1.989 -5.287
H -1.876 1.413 5.975
H 2.436 0.123 -3.834

Properties
* LUMO: 1.9 eV
* ΔE to the lowest compared entry with this formula, charge and spin: 0.59 kcal/mol
* total energy: -1918.776137 Ha
* charge: -1

No. 5
Below is an isolated ion of composition C5H7N2 and charge +1, with properties calculated with wB97M-V/def2-TZVPD.

Positions of all 14 atoms, in Å:
H 1.700 1.105 1.295
H -0.791 -1.877 0.886
C -2.380 -0.584 0.170
H -2.781 1.420 -0.973
H -3.427 -0.843 0.244
C 2.417 -0.161 -0.315
C -2.139 0.691 -0.532
H 2.646 -1.217 0.142
C 0.232 0.803 -0.124
H 3.298 0.449 -0.177
H 2.282 -0.259 -1.370
C -1.625 -1.285 0.956
N 1.423 0.695 0.382
N -0.854 1.064 -0.584

Properties
* LUMO (alpha / beta): -4.8 / -6.3 eV
* ΔE to the lowest compared entry with this formula, charge and spin: 165.83 kcal/mol
* total energy: -303.754686 Ha
* charge: +1

No. 6
Below is one molecule with the formula C3H3N3O2, with properties calculated with wB97M-V/def2-TZVPD.

Positions of all 11 atoms, in Å:
O -1.140 -1.325 0.066
H -2.984 -1.015 0.061
C -1.980 -0.407 -0.066
N 1.319 -1.110 0.209
N 0.715 1.605 0.152
H 0.172 2.534 -0.049
N -1.518 0.826 -0.053
C -0.241 0.684 0.032
O 2.322 -0.265 -0.148
C 0.177 -0.594 -0.101
H 3.158 -0.933 -0.104

Properties
* LUMO: -0.7 eV
* ΔE to the lowest compared entry with this formula, charge and spin: 146.59 kcal/mol
* total energy: -430.687372 Ha
* charge: 0

No. 7
Below is an isolated ion of composition C4H5O4P and charge -2, with properties calculated with wB97M-V/def2-TZVPD.

Positions of all 14 atoms, in Å:
O -0.159 -0.962 -2.804
H -0.229 1.573 0.064
O 1.615 0.655 -1.944
H 2.205 0.297 0.646
P 0.389 -0.148 -1.641
O -2.576 -0.639 0.481
C -0.674 0.505 -0.272
C -2.191 0.472 0.139
H 1.837 -1.344 1.464
H -0.313 -1.396 0.407
H 1.067 0.386 1.982
C 1.512 -0.313 1.240
C 0.368 -0.605 0.187
O -2.851 1.518 0.050

Properties
* LUMO: 6.7 eV
* ΔE to the lowest compared entry with this formula, charge and spin: 28.69 kcal/mol
* total energy: -797.750517 Ha
* charge: -2

No. 8
Below is one molecule with the formula C3H2O3, with properties calculated with wB97M-V/def2-TZVPD.

Positions of all 8 atoms, in Å:
O 2.182 0.983 0.341
O -1.424 0.824 -0.533
C 1.169 0.465 0.095
H -1.696 -1.121 0.052
C -0.954 -0.343 -0.120
O -0.503 1.482 0.450
H 0.820 -1.643 -0.125
C 0.406 -0.648 -0.159

Properties
* LUMO: -0.7 eV
* ΔE to the lowest compared entry with this formula, charge and spin: 124.97 kcal/mol
* total energy: -341.037650 Ha
* charge: 0

No. 9
Below is one molecule with the formula C4H8O2, with properties calculated with wB97M-V/def2-TZVPD.

Positions of all 14 atoms, in Å:
H -1.139 0.082 -1.900
H -1.248 -1.685 -0.408
H 1.381 1.577 -0.117
H 1.242 -0.854 -1.295
C -0.391 -1.250 0.125
C -0.429 0.869 0.955
H 1.646 0.220 1.019
O -0.848 -0.468 1.223
C 0.938 0.678 0.314
H -1.062 1.308 0.172
C 0.458 -0.314 -0.756
H 0.226 -2.078 0.506
H -0.500 1.451 1.873
O -0.273 0.463 -1.710

Properties
* LUMO: 0.9 eV
* ΔE to the lowest compared entry with this formula, charge and spin: 33.44 kcal/mol
* total energy: -307.659138 Ha
* charge: 0

No. 10
Below is CHMnO2 as an isolated structure, with properties calculated with wB97M-V/def2-TZVPD.

Positions of all 5 atoms, in Å:
Mn -0.633 0.956 -1.146
O 1.964 -0.942 0.346
H -2.134 0.362 -0.445
C 0.853 -0.623 0.695
O -0.051 0.249 0.551

Properties
* LUMO (alpha / beta): -1.6 / -1.8 eV
* ⟨S²⟩: 12.014
* 2S+1: 7
* ΔE to the lowest compared entry with this formula, charge and spin: 27.53 kcal/mol
* total energy: -1340.038386 Ha
* charge: 0

No. 11
Below is a 2-piece molecular cluster, C25H23ClN overall, with properties calculated with wB97M-V/def2-TZVPD.

Positions of all 50 atoms, in Å:
C 2.908 -0.181 -3.596
C -4.411 -0.262 2.521
H -0.350 -2.449 1.511
C -4.190 0.166 1.203
C 1.966 -1.971 -1.609
C -2.712 1.410 -0.493
H 5.570 -0.653 0.842
H 2.404 -0.519 4.264
C 0.878 -1.403 2.976
N 3.677 -1.143 -0.109
C 1.652 -0.783 -3.740
H 0.095 -1.314 3.735
H -5.203 -0.965 2.766
H -4.837 -0.238 0.410
H -1.759 0.936 -0.428
H 4.512 0.303 -2.262
C 3.614 -0.306 -2.396
C -3.185 1.118 0.938
H 3.377 0.347 -4.423
Cl -3.922 -0.228 5.194
C 2.147 -0.863 3.252
C -2.869 1.260 -2.806
C -3.419 0.781 -1.672
H 4.041 -0.265 2.415
H -0.828 1.864 -2.542
C 1.190 -1.677 -2.771
C 3.117 -0.825 2.237
C 1.574 -2.772 -0.518
C -2.124 2.759 -1.058
H 0.775 -3.478 -0.660
C -1.830 2.336 -2.521
C 0.651 -2.081 1.766
H -4.190 0.015 -1.548
H -1.244 3.081 -0.463
H 0.198 -2.124 -2.850
C 2.892 -1.470 0.998
H -1.786 2.517 1.793
H -3.054 0.937 -3.827
H 4.388 0.634 0.637
C -2.696 1.257 3.314
C -2.485 1.698 2.005
H 1.068 -0.560 -4.630
C 1.685 -2.220 0.774
C -3.681 0.294 3.577
H -2.151 1.724 4.123
H 5.299 -0.001 -0.806
H -2.877 3.559 -1.070
H -1.845 3.194 -3.203
C 3.157 -1.187 -1.395
C 4.814 -0.250 0.146

Properties
* LUMO: -5.5 eV
* ΔE to the lowest compared entry with this formula, charge and spin: 9.37 kcal/mol
* total energy: -1481.083603 Ha
* charge: +1

No. 12
Below is one molecule with the formula C6H7NO, with properties calculated with wB97M-V/def2-TZVPD.

Positions of all 15 atoms, in Å:
H 2.069 1.520 0.437
C 2.039 -0.401 -0.345
H -2.647 -0.482 -1.430
C -1.416 -1.037 0.459
H -0.792 1.709 -1.564
N 1.497 0.565 0.282
H 0.064 -0.746 2.040
H 3.146 -0.294 -0.685
C -0.922 0.926 -0.829
O 1.369 -1.262 -0.799
C -1.722 -0.139 -0.736
C 0.060 0.705 0.514
H -2.043 -1.939 0.274
C -0.270 -0.596 1.026
H -0.432 1.470 1.356

Properties
* LUMO: 0.6 eV
* ΔE to the lowest compared entry with this formula, charge and spin: 81.57 kcal/mol
* total energy: -362.683488 Ha
* charge: 0